Formula: C5H5F6NO2S
Source: the Open Molecules 2025 dataset
Level of theory: wB97M-V/def2-TZVPD

Geometry as XYZ:
```
20
Properties=species:S:1:pos:R:3:forces:R:3
C -0.7112 2.0772 -1.4869 0.2447 2.0343 -2.4249
N -0.5141 1.5893 -0.3733 -0.0027 -0.7970 -0.7649
C -1.4154 1.1681 0.5544 -1.1183 0.5093 0.7974
F -2.7651 1.6960 0.5384 2.0708 -1.6775 -0.6421
F -0.9343 1.6576 1.6766 -0.2014 0.0740 1.9350
O -1.3882 -0.2404 0.6177 -0.8274 -0.0076 -0.6187
S -0.1055 -1.1016 -0.1105 1.4020 0.0703 1.7097
C -0.6928 -2.7005 0.4075 2.1540 -1.0848 -0.0651
O -0.0670 -1.0956 -1.5340 -0.8830 0.2052 -0.5145
C 1.4964 -0.8863 0.5399 -0.4413 1.3804 0.4402
F 1.5371 -0.9505 1.9216 -0.2976 -0.3046 -0.3280
C 2.1257 0.4428 0.1058 -0.8083 1.5276 -0.5701
F 1.8219 1.6436 0.7681 0.1769 -1.8165 0.1073
F 3.4400 0.4200 0.1265 0.9443 -0.6369 0.3759
F 1.7677 0.6845 -1.1708 0.4639 -0.1453 -0.2976
H 0.2257 2.2850 -2.0783 -1.1273 -0.2626 0.3583
H -1.6753 2.4572 -1.9213 0.6170 -0.6402 0.5806
H -1.3210 -2.9245 -0.4612 -0.3131 -0.3790 0.6899
H 0.2127 -3.4134 0.4562 -1.1185 1.3335 -0.7805
H -1.0373 -2.8083 1.4237 -0.9348 0.6173 0.0119
```
Forces are in eV/Å.

Summary:
total energy: -1395.98269 Eh
multiplicity: 1
SMILES: C=NC(F)(F)O[S@@](C)(=O)=C(F)C(F)(F)F
Kohn-Sham gap: 9.5 eV

These are the Mulliken partial charges, in e, on atoms 1 to 4: atom 1 (C): -0.36, atom 2 (N): -0.30, atom 3 (C): 0.92, atom 4 (F): -0.32

---

Formula: C5H8O
Source: the Open Molecules 2025 dataset
Level of theory: wB97M-V/def2-TZVPD

Geometry as XYZ:
```
14
Properties=species:S:1:pos:R:3:forces:R:3
C -2.0974 -0.3345 -1.0949 4.7492 -1.6500 2.4767
C -0.8747 -0.3764 -1.6833 -0.7560 2.2733 -1.4207
C 0.4066 -0.4147 -1.0457 -0.5485 -1.1533 1.5176
C 0.7647 -0.5182 0.2870 0.2967 0.4755 0.9389
C 0.6395 0.4886 1.4904 0.9185 0.3990 -3.4550
O 1.9029 1.5106 1.4084 -2.7695 -2.8109 0.0492
H -2.0942 -0.6336 -0.0489 -0.0318 0.2170 0.1746
H -2.9378 0.1084 -1.3808 -3.4716 1.0713 -2.1800
H -0.7764 -0.2857 -2.7938 -0.3848 0.3124 0.8926
H 1.2220 -0.5790 -1.6974 0.6988 -1.5522 -0.9028
H 1.3237 -1.4876 0.5374 0.6275 2.1351 -0.4773
H -0.2227 1.1377 1.4119 -0.0555 0.0311 0.1235
H 0.5909 -0.2052 2.2817 0.4964 0.1548 1.8632
H 2.1529 1.5896 2.3280 0.2304 0.0969 0.3994
```
Forces are in eV/Å.

Summary:
total energy: -270.37992 Eh
multiplicity: 1
SMILES: C=C/C=C\CO
Kohn-Sham gap: 7.3 eV

These are the Mulliken partial charges, in e, on atoms 1 to 4: atom 1 (C): -0.77, atom 2 (C): 0.04, atom 3 (C): -0.35, atom 4 (C): -0.42

---

Formula: C10H16O
Source: the Open Molecules 2025 dataset
Level of theory: wB97M-V/def2-TZVPD

Geometry as XYZ:
```
27
Properties=species:S:1:pos:R:3:forces:R:3
C 2.0921 -0.8347 1.5612 0.3342 -0.0371 -0.1155
C 0.5980 -0.8196 1.7079 0.2469 -1.2088 -0.2922
C -0.1764 -1.7541 0.9474 1.0126 0.6702 1.0277
C -1.5519 -1.7157 0.9206 0.2975 -0.1658 0.8238
C -2.1835 -0.8477 1.8183 -0.4753 0.9628 -1.4305
O -3.5616 -0.8448 1.7670 0.5598 0.2592 0.1340
C -1.4655 0.1165 2.5112 0.6882 -0.5576 -0.7308
C -0.0422 0.0360 2.5414 -2.4347 0.7432 0.8501
H 2.5008 0.1331 1.2571 -0.2956 0.0851 0.0350
H 2.3492 -1.5142 0.7475 0.2288 -0.1669 0.2301
H 2.6290 -1.0934 2.4766 -0.0903 -0.2376 -0.0468
H 0.4285 -2.5917 0.6246 -0.3249 0.0791 -1.0951
H -2.1564 -2.2928 0.2346 0.0372 -0.3933 0.2820
H -3.8269 -0.0684 2.2650 -0.4389 0.0574 0.1455
H -1.9118 1.0785 2.7500 -0.3315 -0.4345 0.9213
H 0.3331 0.6097 3.3853 0.9902 0.3661 -0.7829
C -0.2529 0.0577 -2.4635 1.0099 -0.1472 -0.5450
C 0.2902 1.4297 -2.0526 -0.5430 -0.3192 0.3666
C 1.4858 1.9399 -2.8285 0.7987 0.9693 -1.2922
H -0.5980 0.0332 -3.5038 0.1188 0.1545 0.0813
H -1.0757 -0.2781 -1.8522 -0.2049 0.0220 0.3708
H 0.5654 -0.6691 -2.3798 -0.2593 -0.1062 -0.0177
H -0.5525 2.1086 -2.1574 0.0781 0.4146 0.1661
H 0.5472 1.3925 -0.9898 -0.1388 -0.0159 -0.0220
H 2.0100 1.2301 -3.4692 -0.1720 -0.5817 0.2765
H 1.2439 2.7277 -3.5564 -0.4490 -0.1338 0.1443
H 2.2820 2.4311 -2.2625 -0.2425 -0.2778 0.5159
```
Forces are in eV/Å.

Summary:
total energy: -465.83242 Eh
multiplicity: 1
SMILES: Cc1ccc(O)cc1.CCC
Kohn-Sham gap: 9.3 eV

These are the Mulliken partial charges, in e, on atoms 1 to 4: atom 1 (C): -1.46, atom 2 (C): 0.80, atom 3 (C): -0.51, atom 4 (C): -0.64

---

Formula: C20H26BF4N2O7P2SiTi
Source: the Open Molecules 2025 dataset
Level of theory: wB97M-V/def2-TZVPD

Geometry as XYZ:
```
64
Properties=species:S:1:pos:R:3:forces:R:3
Ti 0.1346 2.3865 -0.0746 -0.8390 -0.6420 -1.5441
O 0.7124 4.7541 0.8507 0.1501 -0.3568 0.1693
P 1.1618 3.8762 2.1113 0.0541 0.1568 0.4611
O 2.1834 4.4480 2.9774 -0.0151 -0.0874 0.0326
O 1.3770 2.5376 1.3730 0.2644 0.4201 0.5652
O -0.2458 3.6756 2.9030 -0.0245 0.0494 -0.2174
P -1.6479 3.4079 2.1017 -0.2024 0.0021 0.4624
O -2.5384 2.8088 3.2821 -0.0988 0.2475 -0.2586
O -2.2438 4.6052 1.5271 -0.0745 0.0211 0.0595
O -1.3106 2.2257 1.1446 -0.3029 0.5711 0.5128
H 0.7521 5.7077 0.9345 -0.2220 0.2897 -0.0865
H -2.0679 2.1347 3.7698 0.1885 -0.3583 0.2560
C -0.8576 0.9345 -1.2829 0.3503 0.0602 0.0591
Si -0.6149 -0.8707 -1.0100 -0.0466 -0.2336 0.0160
C -0.4129 -1.1153 0.8467 0.0281 -0.0720 -0.0529
N 0.5041 -0.1101 1.4007 -0.1531 0.0445 -0.0862
C 0.1587 0.1844 2.7911 -0.0264 0.0139 0.1612
C 0.4080 -0.9836 3.7498 -0.0261 0.0301 -0.0387
C 1.8173 -1.5708 3.5448 0.0384 0.0205 0.0006
C 2.6305 -0.6881 2.6037 0.0184 -0.0736 -0.0270
C 1.9213 -0.5292 1.2632 0.2117 0.0266 0.0013
C 0.8162 -1.6568 -1.9389 -0.0365 0.1284 -0.0680
C 1.4780 -1.0083 -2.9802 -0.0332 -0.0131 -0.0174
C 2.5026 -1.6332 -3.6784 0.0039 -0.0029 0.0340
C 2.8829 -2.9236 -3.3467 -0.0041 0.0097 -0.0009
C 2.2329 -3.5906 -2.3167 0.0038 -0.0250 0.0005
C 1.2105 -2.9603 -1.6259 -0.0138 0.0131 0.0063
C -2.1563 -1.8509 -1.5166 0.0322 0.0321 0.0149
C -2.1636 -2.7098 -2.6169 0.0075 -0.0056 0.0552
C -3.3115 -3.3955 -2.9903 -0.0098 -0.0047 0.0001
C -4.4826 -3.2370 -2.2656 0.0035 -0.0100 -0.0105
C -4.5015 -2.3861 -1.1699 -0.0024 0.0065 0.0049
C -3.3511 -1.7029 -0.8061 0.0224 0.0161 -0.0304
H -1.9006 1.1919 -1.0675 0.0442 0.0436 -0.0032
H -0.6571 1.2032 -2.3262 0.0497 0.0981 0.0771
H -0.0985 -2.1404 1.0960 -0.0516 -0.0106 0.0410
H -1.3952 -0.9784 1.3059 -0.0806 0.0496 -0.0447
H -0.8968 0.4635 2.8104 0.0351 0.0019 -0.0103
H 0.7288 1.0571 3.1086 -0.0128 -0.0258 -0.0063
H -0.3500 -1.7551 3.5959 -0.0093 0.0119 0.0230
H 0.2834 -0.6209 4.7734 -0.0203 0.0029 -0.0024
H 1.7436 -2.5707 3.1072 0.0103 -0.0093 -0.0087
H 2.3303 -1.6848 4.5017 0.0033 -0.0238 -0.0042
H 3.6123 -1.1290 2.4195 0.0160 0.0252 -0.0052
H 2.8061 0.2921 3.0521 0.0179 0.0138 0.0112
H 1.9432 -1.4915 0.7408 0.0299 0.0374 0.0058
H 2.4607 0.1818 0.6398 -0.0028 -0.0484 0.0455
H 1.2180 0.0108 -3.2341 0.0017 -0.0186 -0.0122
H 3.0183 -1.0990 -4.4644 0.0118 0.0208 -0.0395
H 3.6892 -3.4078 -3.8823 0.0218 -0.0155 -0.0214
H 2.5247 -4.5993 -2.0530 0.0083 -0.0260 0.0113
H 0.7078 -3.4965 -0.8282 -0.0199 -0.0334 0.0402
H -1.2536 -2.8495 -3.1865 0.0385 -0.0079 -0.0456
H -3.2911 -4.0550 -3.8482 0.0033 -0.0218 -0.0327
H -5.3781 -3.7712 -2.5547 -0.0317 -0.0181 -0.0095
H -5.4138 -2.2521 -0.6032 -0.0250 0.0088 0.0219
H -3.3901 -1.0313 0.0436 -0.0140 0.0424 0.0533
F 1.1972 4.2415 -1.7229 0.0727 -0.0369 -0.0261
B -0.1019 4.6016 -2.0703 0.2004 0.0121 -0.2443
F -0.9137 3.6572 -1.1816 -0.0041 -0.0993 0.3022
F -0.4239 4.2725 -3.3501 -0.0748 -0.0685 -0.2404
F -0.4188 5.8739 -1.7238 -0.0832 0.2714 0.1778
N 2.8244 1.4289 -1.5782 -0.0402 -0.0363 0.0019
C 1.8175 1.6922 -1.0755 0.6594 -0.4142 -0.4899
```
Forces are in eV/Å.

Summary:
total energy: -3660.61920 Eh
multiplicity: 1
charge: -1
Kohn-Sham gap: 8.5 eV

These are the Mulliken partial charges, in e, on atoms 1 to 4: atom 1 (Ti): 0.08, atom 2 (O): -0.20, atom 3 (P): 0.68, atom 4 (O): -0.79

---

Formula: C6H12BrClO3SZn
Source: the Open Molecules 2025 dataset
Level of theory: wB97M-V/def2-TZVPD

Geometry as XYZ:
```
25
Properties=species:S:1:pos:R:3:forces:R:3
O 0.1181 -1.9306 1.9006 -1.0604 -0.1889 0.0971
S 0.4987 -2.5768 0.5633 0.4487 -0.3229 -0.9513
O 1.5225 -1.6616 -0.1128 -0.1770 0.0935 0.6282
C 2.0316 -0.3760 0.4942 0.5265 0.6312 -0.4257
C 2.5465 0.4903 -0.6537 -0.6595 0.0331 0.3891
C 2.2936 1.9634 -0.2989 0.0158 -0.1823 -0.0636
Cl 0.6879 2.4592 -0.9311 0.0103 -0.0174 0.0630
O -0.8812 -2.3514 -0.3162 -0.6777 0.2684 1.0889
C -1.3764 -1.0305 -0.7509 0.0893 0.3631 -0.7200
C -2.5051 -0.3972 0.1145 0.5881 -0.0031 -1.4151
C -2.4054 1.1236 0.1975 0.2944 -0.0933 0.4459
Br -2.8596 1.7602 -1.5595 -0.0608 -0.0132 0.0033
H 1.2134 0.1380 0.9931 -0.1263 -0.2908 0.0550
H 2.8162 -0.6587 1.1910 -0.1519 -0.1133 0.0889
H 3.5936 0.3048 -0.8762 -0.0143 -0.1005 -0.0237
H 1.9180 0.2528 -1.5127 0.4072 0.0239 -0.2673
H 3.0423 2.6180 -0.7314 -0.0734 0.0524 -0.0465
H 2.2372 2.1313 0.7754 0.2538 0.0693 -0.0260
H -0.5482 -0.3302 -0.8862 0.0893 -0.1290 0.2329
H -1.7903 -1.2245 -1.7379 0.1178 -0.0715 -0.0010
H -3.4704 -0.6600 -0.3187 -0.1542 -0.3488 0.6022
H -2.3932 -0.8183 1.1657 -0.5392 0.3499 0.7024
H -3.0729 1.5527 0.9401 -0.1883 -0.0390 -0.1657
H -1.3891 1.4605 0.4009 -0.0361 -0.0890 0.0309
Zn -1.8278 -2.2391 1.9500 1.0777 0.1183 -0.3219
```
Forces are in eV/Å.

Summary:
total energy: -5672.48226 Eh
multiplicity: 1
charge: +2
Kohn-Sham gap: 5.0 eV

These are the Mulliken partial charges, in e, on atoms 1 to 4: atom 1 (O): -0.48, atom 2 (S): 0.86, atom 3 (O): -0.15, atom 4 (C): -0.51

---

Formula: C3H9NO
Source: the Open Molecules 2025 dataset
Level of theory: wB97M-V/def2-TZVPD

Geometry as XYZ:
```
14
Properties=species:S:1:pos:R:3:forces:R:3
C 1.2049 0.6957 -1.0449 0.2815 -0.1769 0.1184
C 0.0354 0.8217 -0.0894 -0.2717 -3.0495 0.7601
C -0.3027 2.0689 0.4055 -0.3681 1.1959 0.5141
H 0.0289 -0.1767 0.7619 1.1147 2.7268 -0.8451
H 2.1466 0.7684 -0.4943 0.0032 0.0587 -0.1000
H 1.2000 -0.2705 -1.5510 -0.0221 -0.0255 0.0861
H 1.2135 1.4602 -1.8253 -0.1322 0.0624 0.1155
H 0.2929 2.9537 0.2072 0.0117 -0.0905 -0.0252
H -1.1906 2.2149 1.0091 0.0705 -0.0618 -0.0017
N -0.9803 -2.7626 0.5259 -0.2741 0.5755 1.1876
O -0.7865 -1.4392 0.7295 -1.0384 -2.7023 -1.1224
H -0.8542 0.1879 -0.4038 0.2250 0.6030 -0.2506
H -0.2146 -3.3971 0.7456 0.5395 0.5339 -0.4330
H -1.7932 -3.1254 1.0242 -0.1395 0.3503 -0.0039
```
Forces are in eV/Å.

Summary:
total energy: -249.46728 Eh
multiplicity: 1
Kohn-Sham gap (spin up / spin down): 5.6 / 10.2 eV

These are the Mulliken partial charges, in e, on atoms 1 to 4: atom 1 (C): -1.15, atom 2 (C): 0.22, atom 3 (C): -0.80, atom 4 (H): 0.26